Density functional theory data (ωB97M-V/def2-TZVPD) for 2 unconnected molecules or ions with the total composition C7H16N in a non-equilibrium geometry.

XYZ file:
```
24
Properties=species:S:1:pos:R:3:nbo_charge:R:1
C 0.2620 1.3121 1.5092 -0.23
C -0.8081 0.1337 1.2419 -0.43
C 0.0863 -1.1261 1.2752 -0.42
C 1.1203 -1.1525 0.1136 -0.56
C 0.5463 -0.2866 -0.9928 0.54
C -0.1768 -0.6817 -2.0921 -0.30
C -0.3835 0.2476 -3.2548 -0.66
N 1.3243 0.9284 2.5161 -0.85
H -0.2918 2.1915 1.8954 0.23
H 0.7878 1.6177 0.6284 0.18
H -1.2591 0.3555 0.2258 0.24
H -1.3974 0.2741 2.1581 0.25
H 0.6301 -1.0149 2.2016 0.26
H -0.4868 -2.0410 1.4547 0.24
H 2.0845 -0.8944 0.5724 0.30
H 1.2735 -2.1970 -0.2553 0.33
H -2.6523 0.6928 -1.1276 0.02
H -0.2418 -1.7433 -2.2937 0.32
H -0.2373 1.2234 -2.8119 0.24
H -1.2416 -0.2253 -3.7885 0.27
H 0.4649 0.2357 -4.0074 0.27
H 2.2271 1.3339 2.3978 0.39
H -2.6096 -0.0103 -1.0147 -0.01
H 0.9788 0.8265 3.4486 0.39
```

highest occupied orbital energy	-12.9	eV
E_LUMO	-7.711	eV
ΔE to the lowest compared entry with this formula, charge and spin	730.1	kJ/mol
charge	+1
M	114.212	u
calculated total energy	-330.5505	a.u.
maximum force	7.9	eV/A